This record from OMol25 describes an isolated molecule of C3H10N4S. The level of theory is ωB97M-V with the def2-TZVPD basis set.

Structure (XYZ):
```
18
Properties=species:S:1:pos:R:3
C -2.7472 -0.8142 0.5498
N -1.8637 -0.0634 -0.3297
N -0.6684 -0.8729 -0.6920
C 0.4326 -0.2218 -0.4808
N 0.5056 1.0316 0.0628
C 1.7088 1.8491 -0.0320
N 1.5867 -0.9279 -0.7592
S 2.9440 -1.1062 0.2245
H -2.0869 -1.1231 1.3896
H -3.2390 -1.7194 0.2135
H -3.5615 -0.1501 0.9690
H -2.3482 0.0230 -1.2296
H -0.4471 1.4558 0.1633
H 2.3061 1.4554 -0.9200
H 1.3606 2.9045 -0.0317
H 2.3512 1.7471 0.8624
H 1.3346 -1.7791 -1.2675
H 2.4317 -1.6884 1.3075
```

The charge is 0. The calculation puts the energy above the lowest of the compared OMol25 structures with the same formula, charge and spin at 70.1 kJ/mol. As for the SMILES: CN/N=C(\NC)NS. The calculation puts the gap between HOMO and LUMO at 9.2970 eV. For the HOMO energy, the calculation gives -0.312 hartree.

---

This record from OMol25 describes an isolated molecule of C9H12N4O2. The level of theory is ωB97M-V with the def2-TZVPD basis set.

Structure (XYZ):
```
27
Properties=species:S:1:pos:R:3
N -3.5938 -1.1376 -0.0834
C -2.3661 -1.0047 -0.8614
N -1.3853 -0.5674 0.0319
N -0.4931 -1.6125 0.5015
C 0.7689 -1.0420 0.5155
C 1.9993 -1.6792 0.8352
C 3.1370 -1.0051 0.6464
C 3.1850 0.2828 -0.0229
C 1.9971 0.9233 -0.3281
N 2.0446 2.1310 -1.0422
C 0.8284 0.2521 -0.0185
C -0.5559 0.6616 -0.4015
C -1.1074 1.8696 0.3965
O -0.7935 2.9980 0.1470
O -1.8094 1.4968 1.4536
H -3.7753 -0.3621 0.5905
H -4.4390 -1.3358 -0.6036
H -2.2367 -1.9987 -1.3204
H -2.4633 -0.2552 -1.5856
H -0.9365 -1.9263 1.3065
H 1.9028 -2.5798 1.4121
H 4.0763 -1.3385 0.8670
H 4.0654 0.6750 -0.3956
H 2.9969 2.3841 -1.1596
H 1.2547 2.7440 -0.8728
H -0.6704 0.8691 -1.5033
H -1.6306 0.5574 1.4951
```

The charge is 0. The calculation puts the energy above the lowest of the compared OMol25 structures with the same formula, charge and spin at 70.7 kJ/mol. As for the SMILES: NCN1Nc2cccc(N)c2[C@@H]1C(=O)O. The calculation puts the gap between HOMO and LUMO at 8.7907 eV. For the HOMO energy, the calculation gives -0.294 hartree.

---

This record from OMol25 describes an isolated molecule of C2H3BrOS. The level of theory is ωB97M-V with the def2-TZVPD basis set.

Structure (XYZ):
```
8
Properties=species:S:1:pos:R:3
O 2.1644 0.1305 -0.8216
C 1.2116 -0.0271 -0.1196
C -0.1721 0.2758 -0.5896
S 0.1548 0.7055 -2.4617
Br -1.9415 0.6753 -3.1343
H 1.1248 -0.2968 0.9312
H -0.9766 -0.4312 -0.3820
H -0.3795 1.1742 0.0006
```

The charge is 0. The calculation puts the energy above the lowest of the compared OMol25 structures with the same formula, charge and spin at 59.6 kJ/mol. As for the SMILES: O=CCSBr. The calculation puts the gap between HOMO and LUMO at 9.1072 eV. For the HOMO energy, the calculation gives -0.333 hartree.